Record 1
Molecular formula: H12O6
Method: DFT, wB97M-V/def2-TZVPD

Values from the calculation:
SMILES: O.O.O.O.O.O
Gap between HOMO and LUMO, eV: 11.71
Relative energy (zero: lowest compared OMol25 entry of this formula, charge and spin), eV: 0.572
E, hartree: -458.65144

Structure (XYZ):
```
18
Properties=species:S:1:pos:R:3:forces:R:3:mulliken_charge:R:1
O 0.8861 0.0593 1.7066 0.37 -0.56 -0.24 -0.815
H 0.9945 0.8482 1.1460 0.00 -0.22 0.16 0.383
H 1.4811 -0.5515 1.1959 -0.41 0.38 0.46 0.432
O 2.1577 -0.9397 -0.5062 -0.17 0.16 -0.32 -0.772
H 2.0719 -0.0060 -0.7868 0.21 -0.38 0.23 0.346
H 1.2944 -1.2939 -0.7759 0.18 0.19 0.00 0.380
O 1.1433 1.6888 -0.4351 1.06 -1.04 -0.86 -0.763
H 1.0753 2.4033 0.1456 0.45 2.27 1.30 0.298
H 0.2154 1.5641 -0.6331 -1.34 -0.43 -0.84 0.509
O -1.4659 1.4177 -0.8548 0.21 0.86 -0.63 -0.746
H -1.6061 0.8827 -1.6397 -0.04 -0.20 -0.02 0.317
H -1.6909 0.8711 -0.1052 -0.53 -0.59 0.54 0.399
O -1.6886 -0.4753 1.1026 -0.41 -0.57 1.01 -0.788
H -0.7247 -0.3251 1.2489 0.34 0.04 0.34 0.499
H -2.0048 -0.7633 1.9878 0.15 0.37 -0.95 0.302
O -0.6711 -1.4994 -1.2054 -0.90 0.26 1.20 -0.679
H -0.2400 -2.3452 -1.2223 0.11 -0.85 -0.30 0.312
H -1.2274 -1.5358 -0.3690 0.72 0.31 -1.10 0.386
```
Positions in Å, forces in eV/Å.

---

Record 2
Molecular formula: C3H4LiO3Rb
Method: DFT, wB97M-V/def2-TZVPD

Values from the calculation:
⟨S²⟩: 0.770
Multiplicity: 2
Total charge: +1
Gap between HOMO and LUMO (spin up / spin down), eV: 6.58 / 7.86
Relative energy (zero: lowest compared OMol25 entry of this formula, charge and spin), eV: 2.221
E, hartree: -373.79884

Structure (XYZ):
```
12
Properties=species:S:1:pos:R:3:forces:R:3:mulliken_charge:R:1
O -0.1009 -0.2900 -0.6787 0.03 0.32 -0.21 -0.958
C 0.2014 -1.6436 -0.6148 0.20 0.68 0.81 -0.046
C 1.5256 -2.0595 -1.1896 0.08 -0.64 -0.54 -0.739
O 3.0737 -1.7587 -0.0284 -1.13 -0.19 -0.58 -0.364
C 3.3541 -0.5725 0.0481 0.12 -1.01 0.03 0.525
O 3.0029 0.4685 -0.4019 -0.48 1.28 -0.39 -0.507
Rb -3.2377 0.9906 0.3262 0.41 -0.25 -0.12 0.988
Li 1.1695 0.9071 -1.0899 0.09 -0.45 0.34 0.882
H -0.5528 -2.2532 -1.1616 0.31 -0.07 -0.01 0.288
H 0.1780 -1.9989 0.4364 -0.08 -0.14 -0.25 0.267
H 1.8188 -1.5672 -2.1249 0.22 0.17 0.49 0.361
H 1.6532 -3.1406 -1.2978 0.21 0.30 0.43 0.303
```
Positions in Å, forces in eV/Å.

---

Record 3
Molecular formula: C2H4Cl2SSi
Method: DFT, wB97M-V/def2-TZVPD

Values from the calculation:
Gap between HOMO and LUMO (spin up / spin down), eV: 7.45 / 8.09
Relative energy (zero: lowest compared OMol25 entry of this formula, charge and spin), eV: 3.320
E, hartree: -1686.61521

Structure (XYZ):
```
10
Properties=species:S:1:pos:R:3:forces:R:3:mulliken_charge:R:1
C 1.5808 0.1026 1.1895 0.54 -2.00 -2.05 -0.235
C 0.3584 0.0601 -1.0387 1.11 0.16 0.19 -0.811
Si -1.4028 0.0409 -0.4129 1.49 2.20 0.35 0.721
S 2.4857 -1.1025 1.6108 -0.43 0.49 -0.20 -0.171
Cl -1.0965 0.2673 1.6610 -1.12 -0.08 -0.21 -0.261
Cl -2.6511 -1.4801 -0.6803 -0.31 -1.30 -0.21 -0.205
H 1.3355 1.0080 1.6455 -0.34 1.38 0.42 0.456
H 0.9333 0.8700 -1.6206 -1.40 -1.05 1.12 0.317
H 0.6734 -0.9226 -1.4043 0.22 0.13 0.27 0.328
H -2.2167 1.1563 -0.9501 0.25 0.07 0.32 -0.138
```
Positions in Å, forces in eV/Å.

---

Record 4
Molecular formula: C20H11F6IrNO3SSe2Te2
Method: DFT, wB97M-V/def2-TZVPD

Values from the calculation:
Total charge: -1
Gap between HOMO and LUMO (spin up / spin down), eV: 5.51 / 5.52
E, hartree: -7489.97739

Structure (XYZ):
```
47
Properties=species:S:1:pos:R:3:forces:R:3:mulliken_charge:R:1
Ir -1.6680 2.5817 -1.8170 0.15 -1.28 -0.20 1.543
C 1.1931 0.1210 4.6249 -0.14 -0.22 -0.14 -1.378
C 0.8953 -1.0763 3.7179 0.18 -0.08 0.68 -0.244
C 2.0412 -2.0823 3.6814 -0.05 0.08 -0.07 -1.082
C 3.2743 -1.4658 3.0345 -0.08 -0.09 0.06 -1.165
C 2.9191 -0.8364 1.7153 0.42 -0.01 -0.06 1.162
C 3.9113 -0.6155 0.7761 -0.37 0.01 0.07 -0.694
C 3.5964 -0.0290 -0.4403 -0.40 0.08 -0.19 -0.141
F 4.5898 0.1906 -1.3304 -0.11 -0.03 0.14 -0.369
C 2.3036 0.3065 -0.7613 0.27 -0.03 -0.05 -1.082
C 1.2821 0.0895 0.1679 0.15 -0.28 0.08 0.375
C -0.0958 0.4439 -0.1767 -0.43 0.00 0.25 0.933
O -0.4280 0.7217 -1.3537 0.17 0.27 -0.07 -0.951
C -1.0071 0.4251 0.9312 -0.33 0.50 -0.26 0.378
C -0.6296 -0.0998 2.1218 0.41 -0.27 -0.17 -0.601
N 0.6034 -0.6076 2.3738 -0.70 0.21 -0.20 0.148
C 1.5956 -0.4589 1.4333 0.21 0.15 -0.60 -0.276
C -2.3916 1.0769 0.8980 0.41 -0.65 0.41 0.318
O -3.2474 0.6289 1.6465 -0.11 -0.15 0.14 -0.717
O -2.5032 2.1127 0.1788 0.20 1.16 -1.29 -0.844
H 1.4183 -0.2144 5.6342 0.03 -0.02 0.12 0.393
H 0.3220 0.7703 4.6591 -0.03 0.13 0.05 0.409
H 2.0341 0.6961 4.2444 0.05 0.07 -0.01 0.374
H -0.0066 -1.5828 4.0877 0.16 0.11 -0.15 0.471
H 1.7265 -2.9562 3.1064 0.00 -0.02 0.02 0.361
H 2.2603 -2.4061 4.6991 -0.03 -0.04 0.00 0.430
H 4.0353 -2.2328 2.8767 0.01 0.05 0.02 0.470
H 3.7131 -0.7129 3.6952 0.01 -0.03 0.03 0.343
H 4.9306 -0.8995 0.9873 0.14 -0.02 0.02 0.514
H 2.0518 0.7637 -1.7058 0.03 -0.03 -0.13 0.739
H -1.3515 -0.1355 2.9256 -0.05 -0.07 0.05 0.579
F -3.3669 -3.7668 -3.8623 0.09 0.35 -0.07 -0.316
C -3.1296 -2.4434 -3.9494 0.07 0.19 0.05 0.492
C -3.4893 -1.5988 -2.9004 0.00 -0.19 0.00 0.050
F -4.0773 -2.1072 -1.8069 0.08 0.00 -0.19 -0.321
C -3.2364 -0.2449 -2.9910 0.30 0.27 -0.35 0.165
F -3.5772 0.5579 -1.9695 -0.25 -0.57 -0.13 -0.445
C -2.6199 0.3358 -4.1121 -0.17 -1.12 0.32 0.344
S -2.3729 2.0284 -4.2200 1.12 1.75 1.52 -0.357
C -2.2706 -0.5410 -5.1519 -0.12 0.36 0.42 0.188
F -1.6834 -0.0602 -6.2568 -0.06 -0.18 0.13 -0.334
C -2.5087 -1.9020 -5.0710 -0.10 -0.23 0.03 0.272
F -2.1269 -2.7068 -6.0802 -0.13 0.07 0.19 -0.305
Se 0.7114 3.2250 -2.3476 -1.31 -0.31 0.32 -0.209
Te 0.7851 5.6624 -2.8425 -0.59 0.44 -0.28 -0.147
Te -1.3794 6.4268 -1.3269 0.75 0.17 0.33 -0.112
Se -3.0263 4.6179 -1.7433 0.11 -0.50 -0.85 -0.362
```
Positions in Å, forces in eV/Å.

---

Record 5
Molecular formula: C4H9NO
Method: DFT, wB97M-V/def2-TZVPD

Values from the calculation:
SMILES: CCCC(N)=O
Gap between HOMO and LUMO, eV: 10.37
Relative energy (zero: lowest compared OMol25 entry of this formula, charge and spin), eV: 1.886
E, hartree: -287.76316

Structure (XYZ):
```
15
Properties=species:S:1:pos:R:3:forces:R:3:mulliken_charge:R:1
C 2.1623 0.0414 -0.5339 0.31 -0.35 0.04 -1.140
C 0.7291 0.4359 -0.6393 -0.13 -1.07 0.75 -0.430
C -0.0911 -0.3757 0.7381 0.46 1.21 -0.95 -0.502
C -1.4086 0.2504 0.4311 -0.33 0.69 -0.20 0.490
N -2.5919 -0.4246 0.4649 -0.07 -0.14 -0.07 -0.420
O -1.4019 1.3741 -0.0426 -1.23 0.46 0.39 -0.604
H 2.7764 0.3976 -1.3660 -0.06 -0.11 0.04 0.367
H 2.1685 -1.0432 -0.4744 0.68 -0.17 -0.04 0.299
H 2.5581 0.4652 0.3960 0.18 -0.21 -0.16 0.290
H 0.6687 1.5550 -0.7011 -0.46 -1.24 1.09 0.331
H 0.2268 0.1286 -1.5700 0.24 -0.38 0.44 0.333
H -0.1914 -1.4782 1.0225 0.68 1.12 -1.49 0.284
H 0.4079 0.0483 1.6147 -0.31 0.34 -0.12 0.277
H -3.2667 -0.0292 -0.1727 -0.22 -0.09 0.39 0.233
H -2.7462 -1.3453 0.8326 0.27 -0.06 -0.10 0.193
```
Positions in Å, forces in eV/Å.